[1]
The following is a DFT calculation (ωB97M-V/def2-TZVPD) of a structure of composition C2H3FLiO2 in a non-equilibrium geometry.

Computed properties:
Net charge   +1
Frontier orbital gap   9.97 eV

Each line ends with the natural charge from an NBO analysis.
Atoms and positions in Å:
1 F -0.86 -0.94 -1.51  -0.51
2 H 0.26 -0.59 -1.79  0.62
3 O 1.10 -0.34 -0.53  -0.77
4 C 0.07 -0.62 0.18  0.44
5 C -0.64 0.57 0.83  0.39
6 O -0.02 1.60 1.01  -0.54
7 Li 1.81 1.40 0.19  0.97
8 H 0.02 -1.60 0.68  0.22
9 H -1.74 0.52 0.94  0.19

***

[2]
The following is a DFT calculation (ωB97M-V/def2-TZVPD) of a structure of composition C2H3FLiO2Tl in a non-equilibrium geometry.

Computed properties:
Net charge   0
Frontier orbital gap (alpha / beta)   3.57 / 4.28 eV

Each line ends with the natural charge from an NBO analysis.
Atoms and positions in Å:
1 F -0.99 -1.20 -0.72  -0.48
2 O -0.15 -0.67 1.33  -1.01
3 O 0.26 1.70 0.19  -0.81
4 C 0.18 -0.68 0.07  0.37
5 C 0.38 0.72 -0.55  0.25
6 H 0.99 -1.37 -0.21  0.16
7 H 0.15 0.83 -1.63  0.18
8 Li -0.64 1.10 1.90  0.93
9 Tl -2.36 -1.19 1.48  0.85
10 H 2.19 0.75 -1.86  -0.45

***

[3]
The following is a DFT calculation (ωB97M-V/def2-TZVPD) of a structure of composition C2H3FMgO in a non-equilibrium geometry.

Computed properties:
Net charge   +2
Frontier orbital gap   7.79 eV

Each line ends with the natural charge from an NBO analysis.
Atoms and positions in Å:
1 H -0.34 0.27 -1.21  0.42
2 C 0.17 -0.81 -0.38  -0.09
3 C 0.71 0.34 0.31  0.46
4 O -0.19 1.26 0.01  -0.86
5 H 0.80 -1.71 -0.28  0.27
6 F -1.05 -1.08 0.23  -0.39
7 H 1.76 0.59 0.20  0.28
8 Mg -1.86 1.14 1.13  1.92

***

[4]
The following is a DFT calculation (ωB97M-V/def2-TZVPD) of a structure of composition C2H3FN2O2S in a non-equilibrium geometry.

Computed properties:
Net charge   0
Frontier orbital gap (alpha / beta)   7.60 / 8.95 eV

Each line ends with the natural charge from an NBO analysis.
Atoms and positions in Å:
1 C 0.19 -1.98 -1.29  0.22
2 C 0.29 -1.00 -0.26  -0.62
3 N 0.07 -2.85 -2.03  -0.24
4 N 2.18 0.30 -1.35  0.21
5 O 3.08 -0.09 -0.71  -0.22
6 O -1.10 1.30 0.12  -0.92
7 F 2.66 1.56 -2.23  -0.37
8 S 0.57 0.62 -1.15  0.87
9 H -0.60 -0.71 0.20  0.32
10 H 1.28 -0.98 0.39  0.29
11 H -0.82 2.16 0.50  0.46

***

[5]
The following is a DFT calculation (ωB97M-V/def2-TZVPD) of a structure of composition C2H3FNOP in a non-equilibrium geometry.

Computed properties:
Net charge   0
Frontier orbital gap   9.69 eV

Each line ends with the natural charge from an NBO analysis.
Atoms and positions in Å:
1 C 0.20 -0.34 0.40  -0.09
2 C 0.94 0.72 0.59  0.08
3 N 0.73 -1.25 -0.48  -0.93
4 O 2.04 0.65 -0.23  -0.72
5 F 0.66 -3.18 -2.04  -0.58
6 P 2.11 -0.75 -1.04  1.25
7 H -0.72 -0.45 0.91  0.21
8 H -0.03 -2.73 -1.59  0.58
9 H 0.86 1.42 1.40  0.21

***

[6]
The following is a DFT calculation (ωB97M-V/def2-TZVPD) of a structure of composition C2H3FO2PV in a non-equilibrium geometry.

Computed properties:
Spin multiplicity   4
Expectation value of S²   3.7612
Net charge   -1
Frontier orbital gap (alpha / beta)   6.12 / 7.12 eV

Each line ends with the natural charge from an NBO analysis.
Atoms and positions in Å:
1 P 1.10 -1.30 -0.55  0.00
2 F 1.83 0.92 1.74  -0.72
3 O -0.59 -1.17 0.38  -0.78
4 C -1.76 -0.81 -0.27  -0.07
5 H -2.33 -1.60 -0.76  0.16
6 H 0.61 -0.57 -1.67  -0.07
7 C -2.08 0.50 -0.29  0.10
8 O -1.30 1.43 0.23  -0.84
9 V 0.28 0.58 0.91  1.09
10 H -3.02 0.81 -0.76  0.13

***

[7]
The following is a DFT calculation (ωB97M-V/def2-TZVPD) of a cluster of 3 separate species, C2H3FO3S in total in a non-equilibrium geometry.

Computed properties:
Net charge   0
Frontier orbital gap   9.50 eV

Each line ends with the natural charge from an NBO analysis.
Atoms and positions in Å:
1 C -2.88 -0.90 0.38  -0.25
2 C -2.85 -0.05 -0.42  -0.22
3 O -0.02 -2.11 -0.43  -0.80
4 O 1.41 -0.30 0.52  -0.86
5 O 2.98 1.88 -0.67  -0.32
6 F 3.37 2.89 0.15  -0.15
7 S 0.80 -1.60 0.63  1.66
8 H -3.06 -1.48 1.23  0.23
9 H 2.92 1.14 -0.08  0.46
10 H -2.67 0.53 -1.30  0.24

***

[8]
The following is a DFT calculation (ωB97M-V/def2-TZVPD) of an isolated molecule of C2H3FS in a non-equilibrium geometry.

Computed properties:
Net charge   0
Frontier orbital gap   9.46 eV

Each line ends with the natural charge from an NBO analysis.
Atoms and positions in Å:
1 C -1.14 -1.56 0.30  0.16
2 C 0.90 0.81 -0.02  -0.71
3 F -2.31 -1.82 -0.24  -0.34
4 S -0.83 0.05 -0.37  0.15
5 H 1.69 0.28 -0.53  0.24
6 H 0.92 0.34 1.00  0.24
7 H 0.76 1.91 -0.13  0.25

***

[9]
The following is a DFT calculation (ωB97M-V/def2-TZVPD) of a structure of composition C2H3GaO2 in a non-equilibrium geometry.

Computed properties:
Net charge   +2
Frontier orbital gap (alpha / beta)   9.17 / 6.93 eV

Each line ends with the natural charge from an NBO analysis.
Atoms and positions in Å:
1 C -0.74 0.26 0.09  0.25
2 C -0.17 -0.99 0.19  0.31
3 O 1.15 -1.14 0.18  -0.68
4 O 0.20 1.26 -0.13  -0.77
5 H -1.38 -0.23 -0.82  0.32
6 H -0.17 2.10 -0.42  0.61
7 Ga 1.88 0.48 0.21  1.64
8 H -0.77 -1.74 0.72  0.31

***

[10]
The following is a DFT calculation (ωB97M-V/def2-TZVPD) of a structure of composition C2H3HgLiO2 in a non-equilibrium geometry.

Computed properties:
Spin multiplicity   2
Expectation value of S²   0.7531
Net charge   +1
Frontier orbital gap (alpha / beta)   7.69 / 6.40 eV

Each line ends with the natural charge from an NBO analysis.
Atoms and positions in Å:
1 H 2.62 -0.15 -0.27  0.42
2 O 2.38 1.26 -0.38  -0.54
3 C 1.16 0.93 -0.07  0.27
4 C 1.22 -0.49 0.19  -0.31
5 O 0.23 -1.35 -0.21  -1.07
6 Hg 0.41 -3.19 -0.39  0.84
7 Li -1.34 -0.45 -0.15  0.98
8 H 0.41 1.34 -0.77  0.18
9 H 1.72 -0.74 1.14  0.23

***

The following ΔE to the lowest compared entry with this formula, charge and spin values (in eV) correspond, in order, to the records above: 1.497, 2.096, 5.149, 2.553, 0.948, 0.000, 5.899, 2.559, 2.213, 3.871.